Entry from the OMol25 dataset: a 11-piece molecular cluster, C44H113N3O11 overall at a distorted geometry (wB97M-V/def2-TZVPD).

Cartesian coordinates (Å):
C: -5.29365 -23.17378 -0.45743
C: -5.96850 -24.40401 -1.03864
C: -5.01193 -25.27491 -1.77362
O: -5.66585 -26.38186 -2.29459
C: -4.74862 -27.28517 -2.89123
N: -6.80469 -25.00545 0.01467
H: -4.47177 -23.38687 0.24444
H: -6.09722 -22.74647 0.12795
H: -4.92065 -22.46308 -1.21950
H: -6.63503 -24.02646 -1.83199
H: -4.28460 -25.68342 -1.11608
H: -4.44351 -24.71022 -2.50167
H: -4.24071 -26.86848 -3.74553
H: -5.43912 -28.01873 -3.30931
H: -4.03457 -27.66867 -2.13147
H: -6.13286 -25.29792 0.73351
H: -7.26094 -25.84086 -0.33472
C: -5.16543 -28.03475 1.19264
C: -4.02103 -27.53510 2.08612
C: -2.66502 -27.66716 1.41325
O: -2.57219 -29.00436 1.01155
C: -1.31867 -29.37316 0.37978
N: -4.21209 -26.10079 2.38767
H: -5.11268 -27.44130 0.28103
H: -6.13526 -27.85043 1.59515
H: -5.04194 -29.07534 0.95707
H: -3.97379 -28.14516 2.99900
H: -1.82137 -27.34882 2.07500
H: -2.66809 -27.00984 0.54778
H: -0.44590 -29.04343 0.97603
H: -1.13572 -29.03763 -0.69880
H: -1.36429 -30.44196 0.34369
H: -3.46924 -25.60524 2.84584
H: -5.02940 -25.89395 2.87788
C: 3.66100 -24.41153 0.66513
C: 4.18847 -25.85286 0.56053
C: 3.19737 -26.89139 0.04371
O: 2.60260 -26.33126 -1.11184
C: 1.80554 -27.25617 -1.82712
N: 5.42175 -25.86601 -0.17950
H: 4.50110 -23.79602 0.97931
H: 2.91415 -24.29835 1.42600
H: 3.33270 -24.06328 -0.29970
H: 4.35120 -26.20010 1.61480
H: 2.42130 -27.01615 0.78151
H: 3.76374 -27.77730 -0.18810
H: 2.38058 -28.09067 -2.36738
H: 1.12574 -26.68214 -2.43078
H: 1.18577 -27.81284 -1.15345
H: 6.17995 -25.35479 0.28732
H: 5.36838 -25.48863 -1.11946
C: -6.27740 -34.22447 -6.91709
C: -6.18715 -32.72767 -6.68746
O: -5.05852 -32.46056 -5.88776
C: -5.00329 -31.08028 -5.53876
C: -3.78205 -30.91114 -4.65985
H: -5.28897 -34.64856 -7.08480
H: -6.72465 -34.74097 -6.05623
H: -6.86474 -34.43149 -7.82718
H: -6.14842 -32.19902 -7.65532
H: -7.13665 -32.38309 -6.16586
H: -4.94962 -30.42730 -6.39206
H: -5.93635 -30.79982 -5.02665
H: -2.90698 -31.23119 -5.22955
H: -3.77736 -31.61440 -3.79435
H: -3.62716 -29.85558 -4.36981
C: 2.50779 -23.51316 -7.41672
C: 2.86478 -24.14715 -6.09669
O: 2.43347 -23.30584 -5.02699
C: 2.76953 -23.64559 -3.72705
C: 2.33357 -22.43735 -2.87428
H: 1.49469 -23.06835 -7.42800
H: 3.29025 -22.74537 -7.66833
H: 2.47358 -24.29122 -8.20574
H: 2.37086 -25.15414 -5.96033
H: 3.92874 -24.36244 -5.86214
H: 2.21415 -24.56150 -3.38863
H: 3.85059 -23.79137 -3.63791
H: 1.28102 -22.15613 -2.80829
H: 2.78206 -21.55258 -3.30505
H: 2.72238 -22.57053 -1.88673
C: -1.29905 -23.44240 -6.54554
C: -1.39420 -24.51689 -7.61582
O: -2.03360 -25.65530 -7.02728
C: -2.60684 -26.54312 -7.96618
C: -3.28257 -27.65878 -7.16716
H: -0.46807 -23.57683 -5.83678
H: -1.22752 -22.49759 -7.10893
H: -2.32361 -23.37013 -6.10402
H: -2.07821 -24.20090 -8.41475
H: -0.40175 -24.75600 -7.95917
H: -3.28318 -26.02214 -8.67452
H: -1.83735 -27.06170 -8.56782
H: -4.11740 -27.35447 -6.46784
H: -2.65370 -28.22296 -6.52326
H: -3.85515 -28.31566 -7.78750
C: -1.16972 -24.24409 -0.79180
C: -1.12020 -24.58058 -2.24150
O: -1.35027 -26.00588 -2.35078
C: -1.26867 -26.37515 -3.69401
C: -1.19531 -27.87806 -3.65185
H: -2.13076 -24.33413 -0.26557
H: -0.50754 -24.97085 -0.28975
H: -0.75126 -23.24101 -0.48790
H: -1.92060 -24.09924 -2.80690
H: -0.19748 -24.31861 -2.82090
H: -2.16794 -25.99936 -4.24811
H: -0.40216 -25.91009 -4.17707
H: -0.30365 -28.17082 -3.10448
H: -1.04086 -28.26698 -4.63672
H: -2.12214 -28.34943 -3.19393
C: 4.85739 -28.50684 -4.84084
C: 4.04751 -27.29230 -5.29429
O: 3.24560 -27.69586 -6.40877
C: 2.18698 -28.54318 -6.04453
C: 1.05570 -28.37674 -7.00744
H: 5.39573 -28.92995 -5.66005
H: 5.61694 -28.26836 -4.03709
H: 4.25134 -29.26830 -4.44919
H: 3.41598 -26.92759 -4.45705
H: 4.66746 -26.48911 -5.60487
H: 2.62504 -29.55443 -6.13005
H: 1.85213 -28.39884 -4.99929
H: 0.38302 -27.52875 -6.80788
H: 0.30830 -29.18043 -6.77622
H: 1.34123 -28.51666 -8.05414
C: 2.40539 -30.70096 1.51623
C: 2.82034 -31.19365 0.13634
O: 1.77181 -30.98993 -0.82702
C: 2.14848 -31.37562 -2.15996
C: 0.99439 -30.97649 -3.07528
H: 3.15416 -30.99334 2.25196
H: 2.17604 -29.61627 1.61291
H: 1.45168 -31.13442 1.87673
H: 3.77438 -30.80551 -0.19184
H: 2.91893 -32.26474 0.25952
H: 3.09400 -30.79274 -2.41310
H: 2.45229 -32.42270 -2.27850
H: 0.04501 -31.49466 -2.84425
H: 1.20396 -31.07490 -4.11852
H: 0.88992 -29.88581 -2.84240
C: 1.57325 -18.41488 -3.33581
C: 0.55885 -19.47690 -3.71427
O: -0.11744 -19.86283 -2.55532
C: -1.30943 -20.59818 -2.87811
C: -1.89460 -21.02797 -1.55661
H: 1.11619 -17.38499 -3.41294
H: 1.90410 -18.56625 -2.31799
H: 2.36596 -18.40431 -4.03538
H: -0.16975 -19.16440 -4.50841
H: 1.03914 -20.44978 -3.99535
H: -2.00635 -19.97213 -3.38862
H: -1.15544 -21.45769 -3.51814
H: -2.54349 -21.90270 -1.63987
H: -2.45012 -20.19018 -1.13032
H: -1.07722 -21.32634 -0.88349
C: -3.88647 -19.09513 -5.13958
C: -4.76608 -19.99343 -4.35941
O: -4.50520 -21.31564 -4.84505
C: -5.57150 -22.15376 -4.44748
C: -5.26017 -23.47912 -5.13239
H: -4.34618 -18.82306 -6.09420
H: -3.70389 -18.14685 -4.57044
H: -2.93221 -19.61524 -5.29115
H: -4.52610 -19.96319 -3.26980
H: -5.80058 -19.76993 -4.38496
H: -5.60821 -22.28733 -3.38577
H: -6.51029 -21.74201 -4.81003
H: -6.01324 -24.21291 -4.87330
H: -4.26925 -23.89401 -4.80942
H: -5.32427 -23.32061 -6.23594

Forces on the atoms, in the same order (eV/Å):
0.195 0.180 0.152
-0.822 0.965 -0.625
0.260 -0.470 0.741
-0.202 -0.169 -0.962
-1.294 -0.363 0.441
1.012 -0.066 -0.108
-0.165 -0.218 -0.270
0.054 0.714 0.134
-0.254 -0.365 0.352
-0.247 -0.067 0.287
1.155 -0.112 1.176
-0.004 0.333 -0.684
0.544 0.550 -0.224
0.522 -0.659 0.225
-0.336 -0.019 -0.507
-0.442 -0.115 -0.064
0.115 -0.059 -0.029
1.287 0.855 -0.304
-0.017 0.583 0.875
-0.240 0.089 -0.152
1.589 -0.439 -0.789
-0.254 0.712 -0.389
0.745 -0.360 -1.360
-0.043 -0.136 -0.325
-0.700 0.051 0.660
0.004 -0.428 -0.067
-0.121 0.004 0.011
-0.479 -0.320 -0.199
0.163 0.304 -0.371
-0.407 -0.127 -0.116
-0.726 0.104 1.344
0.253 -0.639 0.057
0.538 -0.314 0.110
-1.573 0.073 0.869
0.546 -0.580 0.131
-0.340 0.328 1.365
0.322 1.972 -0.581
0.032 -0.569 -0.798
0.851 -0.791 0.074
1.504 -0.463 -0.117
0.089 0.131 0.003
-0.774 0.062 0.214
-0.339 0.152 -0.260
0.492 0.247 -0.768
-0.343 -0.551 0.450
-0.003 -0.712 -0.011
-0.358 1.419 0.280
0.057 0.089 -0.689
-0.614 -0.373 0.742
-0.626 -0.325 -0.144
-0.442 -0.034 0.126
-0.263 -0.231 -0.239
-1.072 -0.198 0.275
-0.340 0.739 -0.323
0.003 -0.649 1.157
0.454 -0.233 0.256
0.114 0.080 0.014
0.110 0.142 -0.294
0.030 0.014 0.452
0.211 0.033 0.243
0.942 -0.170 -0.464
0.186 0.158 -0.815
0.118 -0.089 0.161
0.055 0.204 -0.166
-0.378 0.813 -0.369
-0.148 -0.565 0.113
0.730 0.202 -0.722
-0.545 -1.383 2.006
-0.594 0.638 -1.467
-1.351 0.190 0.742
0.528 -0.192 -0.418
0.605 -0.049 0.395
-0.988 -0.581 -0.003
0.345 0.408 0.341
0.192 0.766 -0.352
-0.138 0.266 -0.951
0.610 0.364 -0.228
0.090 -0.183 0.166
-0.175 -0.814 -0.133
0.471 0.229 -0.048
0.133 0.062 0.785
-1.272 0.534 -0.769
-1.034 -0.240 0.994
0.261 -0.057 -0.241
0.162 -0.918 0.580
-2.258 1.111 0.657
-0.489 0.091 -0.153
0.533 -0.043 0.470
1.007 -0.140 0.283
0.518 0.262 -0.188
0.371 -0.339 -0.621
0.105 -0.161 0.453
0.041 0.444 -0.028
0.929 0.590 -0.597
1.068 -0.463 0.182
0.136 -0.704 -0.863
1.480 0.621 1.925
-0.721 -0.592 -0.886
0.547 1.611 0.482
-1.181 -0.383 -0.237
-0.675 -0.462 0.105
-0.056 -0.055 -0.715
-0.136 0.171 -0.050
-0.422 -1.043 -0.744
-0.253 0.290 -0.055
-0.231 -0.116 0.933
0.571 -0.294 0.181
0.218 -0.157 -0.075
-0.170 -0.075 0.346
-0.183 -0.401 -0.804
1.211 0.633 -0.497
1.556 1.614 1.061
-0.647 -1.615 0.498
0.204 1.610 0.526
0.593 -0.762 -0.115
-2.062 -1.174 0.436
0.419 -0.173 -0.728
-0.817 -0.019 -0.794
-1.064 -1.017 0.611
0.106 -0.089 -0.383
0.598 0.631 -0.460
-0.647 -0.078 0.238
0.158 0.136 -0.289
0.831 0.465 -0.399
0.695 0.068 -0.306
0.004 0.406 0.222
-1.070 0.778 0.365
-1.474 -0.544 0.325
0.658 -0.176 -0.154
0.876 0.917 -0.053
-0.082 1.138 1.438
0.144 0.190 -0.051
0.684 -0.458 -0.374
0.460 -0.292 -0.529
0.252 0.452 -0.229
0.394 -0.530 -0.159
-1.000 -0.436 -0.007
-0.329 -0.157 0.484
0.550 0.215 0.037
0.321 -0.202 -0.666
-0.390 -0.852 -0.442
-1.708 1.295 -0.284
0.416 -1.135 -0.451
-1.662 -0.173 0.285
0.532 -0.020 1.313
0.028 -0.153 0.373
0.317 -1.018 0.316
0.263 -0.120 0.122
1.123 -0.127 -0.557
0.686 -0.076 0.465
0.042 1.090 -0.822
-0.444 0.686 -0.516
0.667 -0.340 -0.330
-0.141 0.190 -0.140
0.054 -0.189 0.249
-0.301 0.353 -0.164
0.421 1.599 0.144
1.550 -1.152 1.229
-0.927 0.911 0.630
1.068 -1.202 -1.489
-0.060 -0.132 -0.282
0.264 -0.146 0.006
-0.032 -0.694 -0.543
-0.213 0.325 -0.148
0.120 -0.029 -0.439
-1.240 0.343 -0.520
-0.055 0.129 0.912
-0.310 0.018 0.043
-0.208 -0.305 0.083
-0.769 0.523 -0.470
0.414 -0.261 0.797

The calculation puts the HOMO energy at -9.033 eV. The orbital gap comes out at 9.750 eV. The value obtained for the total energy is -74446.8589 eV. The LUMO energy comes out at 0.717 eV. Its SMILES is COC[C@H](C)N.COC[C@H](C)N.COC[C@H](C)N.CCOCC.CCOCC.CCOCC.CCOCC.CCOCC.CCOCC.CCOCC.CCOCC. Its spin multiplicity is 1.